Here is one molecule with the formula C5H11Cl in a non-equilibrium geometry from OMol25. Energies are from the ωB97M-V functional and the def2-TZVPD basis.

Geometry (Å):
C1 0.01794 -0.90803 1.36598
C2 0.06925 0.15994 0.03488
C3 -1.43687 0.61166 -0.07836
C4 0.58135 -0.54546 -1.15538
C5 0.98679 1.36238 0.23755
Cl1 0.73532 2.20945 1.83753
H1 0.71501 -1.66525 1.26268
H2 -0.92272 -1.29649 1.24653
H3 0.01711 -0.25918 2.35418
H4 -1.43136 1.62174 -0.56036
H5 -1.74967 0.86616 0.96581
H6 -2.07266 -0.11999 -0.50014
H7 0.63498 0.17849 -1.89980
H8 1.63638 -0.94162 -1.09329
H9 -0.20332 -1.18140 -1.70050
H10 2.07301 1.00251 0.42470
H11 0.96005 2.13736 -0.51942

Atoms 1-2, force components in eV/Å:
0.5 5.5 -0.2
-1.4 -1.2 3.3

The SMILES is CC(C)(C)CCl. The largest force on an atom comes out at 5.6 eV Å⁻¹. For the orbital gap, the calculation gives 0.4130 Ha. For the relative energy (zero: lowest compared OMol25 entry of this formula, charge and spin), the calculation gives 117.9 kJ/mol. The calculated total energy comes out at -17884.821 eV.

Atomic partial charges in e from the Löwdin method, atoms 1 to 4: -0.02, -0.62, -0.07, -0.10

---

Here is C5H11CoO4 as an isolated structure in a non-equilibrium geometry from OMol25. Energies are from the ωB97M-V functional and the def2-TZVPD basis.

Geometry (Å):
O1 0.64521 1.61880 -1.46845
C1 0.47603 2.27901 -0.44079
C2 -0.32302 1.78273 0.69057
O2 -0.58641 0.40455 0.55517
C3 0.36855 -0.43732 1.19740
C4 0.34758 -1.78226 0.52286
O3 0.62172 -1.57936 -0.85352
C5 0.88002 -2.77640 -1.56732
Co1 -0.79176 -0.10054 -1.66600
H1 0.91567 3.28874 -0.34265
H2 -1.39581 2.39638 0.74565
H3 0.12134 -0.54229 2.26391
H4 1.37183 0.00580 1.10983
H5 -0.63431 -2.27229 0.63811
H6 1.11683 -2.42721 0.97477
H7 1.00715 -2.50838 -2.62242
H8 1.79983 -3.24713 -1.19048
H9 0.03791 -3.47950 -1.46853
H10 0.12820 2.05253 1.66865
O4 -2.99281 3.35175 0.98825
H11 -3.11375 3.97239 0.26499

Atoms 1-2, force components in eV/Å:
-0.1 0.7 0.7
0.1 -0.7 -0.6

As for the net charge: -1. The largest force on an atom comes out at 2.1 eV Å⁻¹. For the orbital gap (spin up / spin down), the calculation gives 0.1612 / 0.2229 Ha. For the relative energy (zero: lowest compared OMol25 entry of this formula, charge and spin), the calculation gives 11.3 kJ/mol. Its spin multiplicity is 4. The calculated total energy comes out at -51175.690 eV.

Atomic partial charges in e from the Löwdin method, atoms 1 to 4: -0.07, -0.22, -0.21, -0.22

---

Here is C5H11F3KNO8S2 as an isolated structure in a non-equilibrium geometry from OMol25. Energies are from the ωB97M-V functional and the def2-TZVPD basis.

Geometry (Å):
K1 -12.11899 11.15128 -3.14852
S1 -12.41215 13.69119 -0.98216
O1 -11.70761 14.31388 0.13945
O2 -12.40885 12.20282 -0.79298
O3 -13.81924 14.14218 -1.09472
O4 -11.68340 13.98672 -2.24137
C1 -7.00379 12.06609 -2.47306
F1 -6.16966 13.06099 -2.06393
F2 -6.70944 11.78586 -3.75875
F3 -6.66813 10.98805 -1.70135
S2 -8.81037 12.58865 -2.25879
O5 -8.86073 13.74804 -3.13810
O6 -9.53956 11.42509 -2.73602
O7 -8.85228 12.86037 -0.84531
C2 -11.74610 7.48144 -3.61151
C3 -12.04817 7.91713 -5.04280
C4 -12.84410 6.88081 -5.79312
O8 -13.07682 7.33685 -7.12438
C5 -13.56698 6.30396 -7.93917
N1 -12.75023 9.23935 -5.00687
H1 -11.28242 6.48830 -3.62022
H2 -12.65911 7.40001 -3.01518
H3 -11.04045 8.12856 -3.09434
H4 -11.08255 8.11603 -5.51574
H5 -13.82924 6.76209 -5.31575
H6 -12.32299 5.91748 -5.83816
H7 -13.80683 6.69615 -8.92829
H8 -14.54202 6.00686 -7.52449
H9 -12.92925 5.42940 -8.08143
H10 -13.02661 9.32295 -5.98718
H11 -13.60522 9.05569 -4.47798

Atoms 1-2, force components in eV/Å:
0.5 1.4 1.0
0.3 0.1 0.1

As for the net charge: -2. The largest force on an atom comes out at 2.0 eV Å⁻¹. For the orbital gap, the calculation gives 0.1187 Ha. For the relative energy (zero: lowest compared OMol25 entry of this formula, charge and spin), the calculation gives 0.0 kJ/mol. The calculated total energy comes out at -69382.741 eV.

Atomic partial charges in e from the Löwdin method, atoms 1 to 4: 0.84, 0.13, -0.44, -0.58

---

Here is one molecule with the formula C5H11FN2 in a non-equilibrium geometry from OMol25. Energies are from the ωB97M-V functional and the def2-TZVPD basis.

Geometry (Å):
N1 -1.48991 -1.42400 -0.43258
C1 -1.80609 -0.33803 0.52237
C2 -0.74561 0.77668 0.59534
C3 -0.47293 1.48706 -0.72494
N2 0.97166 1.50486 -0.43598
C4 0.74481 0.58458 0.71668
C5 1.45788 -0.75587 0.62213
F1 1.32632 -1.38015 -0.61807
H1 -1.87542 -1.25652 -1.34941
H2 -0.49906 -1.56113 -0.59111
H3 -1.88519 -0.79774 1.49634
H4 -2.75221 0.08524 0.24866
H5 -1.11414 1.44283 1.33651
H6 -0.70733 0.87006 -1.56139
H7 -0.98041 2.49012 -0.92498
H8 1.52818 1.03256 -1.17745
H9 1.17254 0.99171 1.62842
H10 2.55242 -0.53625 0.70140
H11 1.18308 -1.43205 1.44613

Atoms 1-2, force components in eV/Å:
-0.4 0.1 0.0
2.0 -1.0 -0.6

The SMILES is NC[C@@H]1CN[C@@H]1CF. The largest force on an atom comes out at 2.3 eV Å⁻¹. For the orbital gap, the calculation gives 0.3681 Ha. For the relative energy (zero: lowest compared OMol25 entry of this formula, charge and spin), the calculation gives 129.7 kJ/mol. The calculated total energy comes out at -11059.630 eV.

Atomic partial charges in e from the Löwdin method, atoms 1 to 4: 0.01, -0.21, -0.26, -0.18

---

Here is a 2-piece molecular cluster, C5H11FN3O overall in a non-equilibrium geometry from OMol25. Energies are from the ωB97M-V functional and the def2-TZVPD basis.

Geometry (Å):
C1 -1.36376 1.13060 -2.03593
C2 -0.01304 1.39797 2.31725
C3 1.75561 -2.51909 -0.80149
C4 0.58995 -2.00957 -1.55925
C5 -0.21132 -0.96720 -1.30469
N1 0.32907 1.40297 3.54678
N2 -0.88422 -0.14023 -2.24176
N3 -1.04797 1.91346 1.69673
O1 -1.34394 1.79765 -1.07611
F1 -0.17899 -0.44375 -0.05837
H1 -1.82119 1.47360 -2.99032
H2 2.45156 -1.73914 -0.94283
H3 1.45581 -2.75633 0.19907
H4 2.12127 -3.42214 -1.29226
H5 0.64855 1.01961 1.54239
H6 0.60236 -2.41149 -2.65913
H7 1.21765 1.17878 4.05164
H8 -0.53479 1.52590 4.01168
H9 -0.86570 -0.49010 -3.21921
H10 -1.00683 1.75806 0.70613
H11 -1.90009 2.30043 2.10972

Atoms 1-2, force components in eV/Å:
-0.7 -2.0 -5.2
1.6 0.2 -4.3

As for the net charge: +1. The largest force on an atom comes out at 9.8 eV Å⁻¹. For the orbital gap (spin up / spin down), the calculation gives 0.1932 / 0.3310 Ha. For the relative energy (zero: lowest compared OMol25 entry of this formula, charge and spin), the calculation gives 14.8 kJ/mol. Its spin multiplicity is 3. The calculated total energy comes out at -14587.604 eV.

Atomic partial charges in e from the Löwdin method, atoms 1 to 4: -0.36, -0.22, -0.08, -0.10

---

Here is a 2-piece molecular cluster, C5H11IN overall in a non-equilibrium geometry from OMol25. Energies are from the ωB97M-V functional and the def2-TZVPD basis.

Geometry (Å):
C1 1.49019 1.48234 0.72438
C2 0.10799 0.69612 0.57853
C3 -0.16557 -1.74665 0.48369
C4 0.93478 -0.55113 -1.48052
C5 0.21367 -0.51960 -0.12311
N1 0.52669 1.91994 -0.22241
I1 -3.76920 -0.53238 0.01698
H1 1.71890 2.17840 1.55784
H2 2.51699 1.13437 0.40991
H3 -0.48602 0.81839 1.45451
H4 0.53787 -2.59986 0.29922
H5 -0.99106 -2.12471 -0.02912
H6 -0.52841 -1.55729 1.55382
H7 0.20971 -0.31709 -2.21062
H8 1.59999 0.30725 -1.54771
H9 1.25136 -1.60947 -1.78826
H10 0.06654 2.80294 0.00495
H11 -5.23441 0.21844 0.31793

Atoms 1-2, force components in eV/Å:
1.5 1.5 -0.4
1.2 2.1 -0.6

As for the net charge: +1. The largest force on an atom comes out at 3.2 eV Å⁻¹. For the orbital gap, the calculation gives 0.2714 Ha. For the relative energy (zero: lowest compared OMol25 entry of this formula, charge and spin), the calculation gives 296.7 kJ/mol. The calculated total energy comes out at -14944.206 eV.

Atomic partial charges in e from the Löwdin method, atoms 1 to 4: -0.06, -0.16, -0.03, 0.03

---

Here is an isolated ion of composition C5H11IN3 and charge +1 in a non-equilibrium geometry from OMol25. Energies are from the ωB97M-V functional and the def2-TZVPD basis.

Geometry (Å):
H1 1.75970 -1.62666 1.68524
N1 0.99379 -2.19609 1.25626
C1 0.56740 -1.82703 0.14652
C2 -0.54849 -2.51821 -0.63631
C3 1.08394 -0.49099 -0.54763
I1 3.02603 0.32807 0.09673
C4 0.12676 0.73401 -0.25658
N2 -0.60468 1.10036 -1.30074
N3 -0.00133 1.27482 0.96078
C5 -0.88802 2.34294 1.21796
H2 -0.10506 -2.69038 -1.69232
H3 -0.75266 -3.49207 -0.05499
H4 -1.50456 -1.98414 -0.85372
H5 1.14097 -0.51506 -1.66660
H6 -0.18648 0.77426 -2.25807
H7 -1.43158 1.65779 -1.26962
H8 0.92259 1.26611 1.41782
H9 -1.72560 2.23202 0.49733
H10 -0.45261 3.33287 1.03093
H11 -1.42011 2.29739 2.22699

Atoms 1-2, force components in eV/Å:
-0.7 -0.5 -0.7
0.5 -0.2 0.8

The SMILES is [H]/N=C(/C)[C@H](I)/C(N)=[NH+]/C. As for the net charge: +1. The largest force on an atom comes out at 3.4 eV Å⁻¹. For the orbital gap, the calculation gives 0.3474 Ha. For the relative energy (zero: lowest compared OMol25 entry of this formula, charge and spin), the calculation gives 160.0 kJ/mol. The calculated total energy comes out at -17926.856 eV.

Atomic partial charges in e from the Löwdin method, atoms 1 to 4: 0.03, 0.16, -0.46, -0.04

---

Here is C5H11LiO4 as an isolated structure in a non-equilibrium geometry from OMol25. Energies are from the ωB97M-V functional and the def2-TZVPD basis.

Geometry (Å):
O1 0.73081 0.55891 0.24414
C1 -0.42166 0.48165 -0.48577
O2 -1.44681 1.11580 -0.12399
O3 -0.02985 0.48114 -1.79737
C2 -1.06563 0.71121 -2.74031
H1 -0.63790 0.50215 -3.72654
H2 -1.92225 0.04617 -2.55438
H3 -1.41452 1.75205 -2.68759
C3 0.55774 0.75378 1.64776
H4 0.04067 1.70823 1.82354
H5 -0.08858 -0.04814 2.04028
C4 1.91907 0.73049 2.30194
H6 2.48269 -0.16246 1.99941
H7 2.49928 1.62239 2.02909
H8 1.80180 0.71433 3.39381
Li1 -2.34687 -0.34078 0.59262
O4 -1.09155 -1.20332 -0.17534
C5 -0.10527 -2.15398 -0.39258
H9 -0.55155 -3.15561 -0.53352
H10 0.47498 -1.90406 -1.30354
H11 0.61540 -2.20996 0.44834

Atoms 1-2, force components in eV/Å:
-0.1 -0.5 -0.1
-0.2 1.0 -0.2

The largest force on an atom comes out at 1.1 eV Å⁻¹. For the orbital gap, the calculation gives 0.3320 Ha. For the relative energy (zero: lowest compared OMol25 entry of this formula, charge and spin), the calculation gives 0.0 kJ/mol. The calculated total energy comes out at -13758.792 eV.

Atomic partial charges in e from the Löwdin method, atoms 1 to 4: -0.01, -0.71, -0.10, -0.04

---

Here is an isolated ion of composition C5H11N and charge -1 in a non-equilibrium geometry from OMol25. Energies are from the ωB97M-V functional and the def2-TZVPD basis.

Geometry (Å):
N1 -0.73263 -1.61274 -2.42580
C1 -0.00553 -1.07213 -1.22420
C2 -0.27311 0.42946 -0.70734
C3 -0.72108 1.03537 0.72212
C4 -0.04715 0.54783 1.95894
C5 1.51299 0.81026 1.56709
H1 -1.61804 -2.03065 -2.16435
H2 0.73476 -1.26685 -1.99224
H3 0.12013 -1.72828 -0.35312
H4 0.61544 0.80880 -1.31497
H5 -1.12738 0.78456 -1.23414
H6 0.02246 -0.47640 2.35593
H7 -1.86054 1.01757 0.59512
H8 -0.12047 1.13821 2.93622
H9 1.70419 1.90754 1.54087
H10 2.28355 0.19411 2.21820
H11 1.57758 0.43576 0.49339

Atoms 1-2, force components in eV/Å:
-1.3 0.6 1.1
-0.9 -2.2 -1.6

As for the net charge: -1. The largest force on an atom comes out at 4.3 eV Å⁻¹. For the orbital gap (spin up / spin down), the calculation gives 0.2315 / 0.1817 Ha. For the relative energy (zero: lowest compared OMol25 entry of this formula, charge and spin), the calculation gives 442.6 kJ/mol. Its spin multiplicity is 2. The calculated total energy comes out at -6847.230 eV.

Atomic partial charges in e from the Löwdin method, atoms 1 to 4: -0.19, -0.44, -0.26, -0.14

---

Here is C5H11N as an isolated structure in a non-equilibrium geometry from OMol25. Energies are from the ωB97M-V functional and the def2-TZVPD basis.

Geometry (Å):
C1 -1.11679 1.02878 0.93197
C2 -0.79839 0.31681 -0.34552
C3 0.75373 0.49789 -0.92254
C4 1.75491 -0.15239 -0.00792
C5 1.58075 -1.43073 0.42302
N1 -1.82696 -0.91894 -0.62605
H1 -0.39955 0.94496 1.80332
H2 -1.33150 2.13277 0.80781
H3 -1.99158 0.60342 1.44523
H4 -0.80155 -0.84946 0.10698
H5 0.99400 1.56519 -0.88732
H6 0.70902 -0.04127 -1.87940
H7 2.35213 0.57361 0.54756
H8 2.06179 -1.90878 1.26772
H9 0.76776 -1.97624 -0.04401
H10 -1.52792 -1.36503 -1.49444
H11 -1.17986 0.97941 -1.12642

Atoms 1-2, force components in eV/Å:
-0.2 0.9 2.6
-0.3 3.4 -2.9

As for the net charge: -1. The largest force on an atom comes out at 4.5 eV Å⁻¹. For the orbital gap (spin up / spin down), the calculation gives 0.1396 / 0.2966 Ha. For the relative energy (zero: lowest compared OMol25 entry of this formula, charge and spin), the calculation gives 445.5 kJ/mol. Its spin multiplicity is 2. The calculated total energy comes out at -6847.201 eV.

Atomic partial charges in e from the Löwdin method, atoms 1 to 4: -0.16, -0.56, -0.22, -0.35